# 1
Formula: F5N2
Source: OMol25
Level of theory: ωB97M-V/def2-TZVPD

```
7
Properties=species:S:1:pos:R:3:forces:R:3
N 1.4328 -0.0647 0.4024 -0.3 -2.3 -0.5
F -1.1141 1.2058 0.4557 -0.8 0.4 -0.2
F 1.6845 0.9279 -0.2682 0.1 2.8 -0.5
F -1.6708 -0.8367 0.8719 0.1 0.8 -1.0
F 1.8998 -1.0070 -0.3512 -0.5 -0.6 0.9
N -0.9201 -0.0426 0.0603 2.4 -1.2 1.9
F -1.3121 -0.1826 -1.1709 -1.0 0.1 -0.7
```
Positions in Å, forces in eV/Å.

Calculated values
Calculated total energy = -16546.803 eV
Energy relative to the best compared isomer or geometry (same formula, charge and spin) = 12.1 kcal/mol
Net charge = +1
HOMO-LUMO gap (spin up / spin down) = 7.824 / 7.834 eV
Molecular weight = 123.00 Da

Partial atomic charges computed with the Löwdin method, in multiples of e: atom 1 (N): 0.249, atom 2 (F): 0.141, atom 3 (F): 0.248, atom 4 (F): 0.143, atom 5 (F): 0.205, atom 6 (N): -0.162, atom 7 (F): 0.176

=====

# 2
Formula: C3H11N2O2S
Source: OMol25
Level of theory: ωB97M-V/def2-TZVPD

```
19
Properties=species:S:1:pos:R:3:forces:R:3
H 0.5848 4.5333 1.3563 -0.2 -0.1 0.0
H -3.1880 -2.2423 -0.1022 0.4 0.1 -0.1
H 2.9650 -0.2635 -1.6557 0.1 -0.1 0.0
S -2.7255 -1.0742 -0.5998 -0.3 0.0 0.3
O -0.2582 4.0654 1.4245 0.1 0.2 0.1
H -0.2110 0.5503 -0.6484 -0.5 -0.3 0.3
H 1.5744 -0.6289 -2.5611 -0.5 0.0 0.3
H -0.8405 4.6832 1.8814 0.0 -0.1 -0.1
H 0.2150 -1.1176 1.8146 0.7 -0.1 -1.2
C -0.0114 -0.4839 -0.2359 0.8 0.4 -0.6
C -0.9435 -1.4872 -0.8931 -0.4 -0.9 -1.1
H -0.6678 -2.5391 -0.7277 -0.3 0.3 0.9
N 2.0143 -0.5940 -1.6598 0.3 0.2 0.1
H 0.1648 0.4500 1.6298 -0.3 0.4 -0.3
H -1.2135 -0.5420 1.5103 -0.4 0.8 -0.6
H -0.8958 -1.5167 -1.9907 0.5 0.9 0.2
N -0.2433 -0.3970 1.2227 -0.2 -0.9 1.9
C 1.4593 -0.7011 -0.3838 0.1 -1.2 -0.4
O 2.2210 -0.6949 0.6185 -0.2 0.5 0.2
```
Positions in Å, forces in eV/Å.

Calculated values
Calculated total energy = -21196.576 eV
Energy relative to the best compared isomer or geometry (same formula, charge and spin) = 32.9 kcal/mol
Net charge = 0
Spin multiplicity = 2
HOMO-LUMO gap (spin up / spin down) = 3.751 / 9.305 eV
Molecular weight = 139.20 Da

Partial atomic charges computed with the Löwdin method, in multiples of e: atom 1 (H): 0.034, atom 2 (H): -0.158, atom 3 (H): 0.079, atom 4 (S): 0.643, atom 5 (O): -0.085, atom 6 (H): 0.142, atom 7 (H): 0.071, atom 8 (H): 0.030, atom 9 (H): 0.166, atom 10 (C): -0.403, atom 11 (C): -0.517, atom 12 (H): 0.084, atom 13 (N): 0.109, atom 14 (H): 0.155, atom 15 (H): 0.112, atom 16 (H): 0.060, atom 17 (N): 0.158, atom 18 (C): -0.602, atom 19 (O): -0.078

=====

# 3
Formula: C3H4N2O
Source: OMol25
Level of theory: ωB97M-V/def2-TZVPD

```
10
Properties=species:S:1:pos:R:3:forces:R:3
N 0.4261 1.2714 -0.4790 0.2 -0.4 0.1
O 2.1295 -0.3144 -0.0135 -0.1 0.2 -0.1
N -1.3050 -0.1836 -0.7600 -0.1 0.1 0.1
C 0.8736 0.1229 -0.1123 -0.2 0.2 -0.1
H -0.5124 -1.5663 0.7898 0.1 0.3 0.0
H 2.7080 0.3899 -0.3548 -0.1 -0.2 0.1
C -0.9375 1.0197 -0.0555 -0.3 0.1 -0.1
C -0.3517 -0.6083 0.2976 0.1 -0.2 0.2
H -0.7912 0.3415 1.1370 0.1 -0.2 -0.1
H -2.2393 -0.4728 -0.4494 0.2 0.1 -0.1
```
Positions in Å, forces in eV/Å.

Calculated values
Calculated total energy = -8198.465 eV
Energy relative to the best compared isomer or geometry (same formula, charge and spin) = 125.0 kcal/mol
Net charge = 0
HOMO-LUMO gap = 10.176 eV
Molecular weight = 84.08 Da

Partial atomic charges computed with the Löwdin method, in multiples of e: atom 1 (N): 0.095, atom 2 (O): 0.108, atom 3 (N): 0.002, atom 4 (C): -0.453, atom 5 (H): 0.143, atom 6 (H): 0.131, atom 7 (C): -0.130, atom 8 (C): -0.151, atom 9 (H): 0.150, atom 10 (H): 0.106

=====

# 4
Formula: C8H24ClO8
Source: OMol25
Level of theory: ωB97M-V/def2-TZVPD

```
41
Properties=species:S:1:pos:R:3:forces:R:3
H -2.5155 -0.5085 -4.1741 -0.2 0.4 0.0
O -2.6012 0.3091 1.4526 0.6 0.0 -1.1
H 0.6786 0.0220 -3.2669 0.4 -0.1 0.3
H 0.0460 -4.2975 1.7846 -0.7 0.6 0.5
H 1.3000 -3.8147 3.0377 -1.1 0.6 0.5
C 0.9496 -3.7306 2.0090 0.4 -0.3 0.1
C 0.9543 -2.2785 1.5623 0.1 0.7 0.8
H 3.2466 5.7816 1.5293 0.1 0.0 0.4
O 2.9109 5.0612 -0.3392 0.1 -0.1 -0.5
H 0.2828 -1.6742 2.1723 -0.1 -0.2 0.5
H 3.0425 2.7912 1.0065 0.2 0.0 -0.3
H -2.0067 0.5983 0.7566 0.5 0.8 0.6
H 1.9680 -1.9131 1.7262 0.2 0.0 0.2
H 1.7678 -4.4850 0.4935 0.4 -0.3 -0.4
C -3.0306 -2.1379 1.5476 -0.2 1.3 -1.4
C 2.9323 3.6766 1.6327 1.2 -0.1 -0.2
H 2.0790 5.5334 -0.2582 0.0 0.1 0.1
O 1.5576 3.8306 1.9422 0.5 -0.2 0.1
O 1.9709 -4.4929 1.4318 0.8 -0.2 -1.4
H -0.3965 -1.5839 -4.7901 0.0 0.0 0.2
H -3.7227 -2.8272 1.0638 -0.4 -0.1 -0.1
C -3.1856 -0.7610 0.7613 -1.2 -2.7 0.8
H 3.6550 3.5364 2.4365 -0.9 -0.3 1.0
H -1.2094 0.3035 -1.8108 0.0 0.3 -0.6
C 3.4806 4.8859 0.9539 -0.4 0.9 -0.8
O -3.3546 -1.9075 2.8907 -0.2 -0.3 0.3
Cl 0.0199 1.4737 -0.2915 0.2 0.2 0.1
H 1.1812 3.5474 1.1057 -0.7 0.1 0.1
H -0.5016 -0.0136 -5.6836 -0.6 -0.5 -0.3
H -2.9053 -0.9175 -0.2804 0.9 0.2 0.0
H -2.0663 -2.6416 1.4803 0.5 0.5 -0.3
H -1.7689 1.0934 -3.7471 0.2 0.0 -1.0
O 0.6053 -2.0587 0.2163 -0.2 -0.9 -0.8
H -4.2548 -0.5953 0.6300 -0.3 0.1 0.6
C -1.6304 0.0141 -3.8116 0.4 -1.1 0.7
O -1.5438 -0.3783 -2.3981 0.2 -0.9 -0.9
C -0.4265 -0.4973 -4.7097 -0.8 2.2 1.0
H -3.3371 -2.7859 3.2775 -0.1 0.1 0.5
O 0.7615 0.0965 -4.2204 0.2 -0.5 0.4
H 0.5027 -1.1204 0.0416 0.0 -0.1 0.1
H 4.5643 4.8665 0.8388 0.0 -0.3 -0.1
```
Positions in Å, forces in eV/Å.

Calculated values
Calculated total energy = -37582.091 eV
Energy relative to the best compared isomer or geometry (same formula, charge and spin) = 0.0 kcal/mol
Net charge = 0
Spin multiplicity = 2
HOMO-LUMO gap (spin up / spin down) = 10.433 / 4.383 eV
Molecular weight = 283.72 Da

Partial atomic charges computed with the Löwdin method, in multiples of e: atom 1 (H): 0.109, atom 2 (O): -0.057, atom 3 (H): 0.051, atom 4 (H): 0.118, atom 5 (H): 0.128, atom 6 (C): -0.254, atom 7 (C): -0.251, atom 8 (H): 0.123, atom 9 (O): -0.070, atom 10 (H): 0.117, atom 11 (H): 0.115, atom 12 (H): -0.033, atom 13 (H): 0.120, atom 14 (H): 0.083, atom 15 (C): -0.237, atom 16 (C): -0.271, atom 17 (H): 0.081, atom 18 (O): -0.061, atom 19 (O): -0.065, atom 20 (H): 0.115, atom 21 (H): 0.109, atom 22 (C): -0.236, atom 23 (H): 0.120, atom 24 (H): -0.076, atom 25 (C): -0.254, atom 26 (O): -0.053, atom 27 (Cl): 0.431, atom 28 (H): 0.008, atom 29 (H): 0.116, atom 30 (H): 0.098, atom 31 (H): 0.093, atom 32 (H): 0.118, atom 33 (O): -0.070, atom 34 (H): 0.112, atom 35 (C): -0.171, atom 36 (O): -0.139, atom 37 (C): -0.216, atom 38 (H): 0.085, atom 39 (O): -0.077, atom 40 (H): 0.016, atom 41 (H): 0.122

=====

- molecular weight of number 1 (F5N2)?
  123.00 Da